Molecular formula: C21H25N6O6RbS
Method: DFT, ωB97M-V with the def2-TZVPD basis set

The calculation puts the total energy at -54901.67319 eV. As for the charge: -2. Its energy above the lowest of the compared OMol25 structures with the same formula, charge and spin is 37.7 kJ/mol. For the HOMO energy, the calculation gives -2.469 eV. The LUMO energy is 0.1488 hartree. Its HOMO-LUMO gap is 0.240 hartree. For the max |F|, the calculation gives 0.0344 hartree/bohr.

XYZ file:
```
60
Properties=species:S:1:pos:R:3:forces:R:3:nbo_charge:R:1
H -20.067 7.551 1.407 0.1 0.1 -0.1 0.192
C -15.740 -1.322 -1.411 -0.1 0.1 -0.3 -0.182
C -23.649 5.114 -2.558 0.1 0.0 0.2 -0.750
H -24.737 5.164 -2.458 0.1 0.1 0.0 0.214
C -18.135 -1.587 -1.156 0.3 0.0 -0.1 0.199
H -14.914 -0.806 -1.887 0.0 0.1 0.0 0.200
C -19.618 2.834 3.643 -0.2 -0.3 0.0 -0.227
N -19.417 -1.194 -1.375 0.6 0.4 -0.3 -0.453
C -17.407 6.514 1.108 -0.2 0.0 0.3 -0.049
H -22.689 8.112 -3.593 0.0 0.0 -0.1 0.379
C -17.724 7.835 0.437 -0.1 0.0 0.3 -0.246
H -17.312 5.863 -0.717 -0.1 -0.1 -0.2 0.509
S -21.254 1.651 -3.299 0.3 -0.2 0.6 -0.428
C -15.468 -2.336 -0.500 -0.4 -0.1 0.2 -0.311
O -21.462 6.199 -0.342 -0.2 -0.5 0.1 -0.814
C -23.137 6.176 -3.503 0.0 -0.2 0.2 0.669
C -20.405 0.648 -2.190 0.0 0.7 -0.5 0.209
H -23.189 5.280 -1.572 -0.2 -0.1 -0.2 0.265
C -19.912 3.865 2.769 0.2 0.0 0.0 -0.232
Rb -20.044 5.138 -2.299 -0.1 -0.7 -0.3 0.942
C -18.870 8.439 -1.604 0.2 0.1 0.0 -0.343
O -22.297 8.256 -0.594 -0.2 0.1 0.1 -0.775
C -20.014 3.633 1.405 0.1 0.0 -0.7 -0.144
C -20.154 8.028 0.423 0.0 0.2 0.2 -0.320
O -17.050 5.535 0.165 0.0 -0.1 0.1 -0.756
C -19.511 1.521 3.171 0.0 0.5 -0.1 -0.222
H -23.138 7.619 -2.021 0.0 0.0 -0.2 0.442
C -16.556 -2.979 0.091 -0.4 0.1 -0.1 -0.196
N -20.428 1.016 -0.758 0.2 0.6 -0.9 -0.170
H -18.579 9.506 -1.486 -0.1 -0.3 -0.1 0.170
H -16.896 8.043 -0.236 0.1 0.2 -0.1 0.209
H -23.380 4.133 -2.935 0.1 -0.1 0.0 0.246
N -19.862 2.101 -0.516 -0.8 -1.0 0.2 -0.147
H -18.704 -3.126 0.230 0.1 0.0 0.0 0.191
H -16.407 -3.763 0.833 0.0 0.1 -0.2 0.192
C -19.667 1.280 1.820 0.2 0.4 -1.0 -0.217
H -19.484 3.044 4.694 0.0 0.0 0.1 0.195
H -14.455 -2.617 -0.227 -0.1 0.1 -0.1 0.196
H -20.176 4.470 0.731 -0.1 0.0 0.1 0.243
H -19.266 0.713 3.855 -0.1 0.0 -0.1 0.199
O -22.665 5.903 -4.596 0.1 -0.1 -0.5 -0.664
H -19.526 0.279 1.421 -0.1 0.1 0.0 0.227
C -19.882 2.347 0.896 0.3 -0.6 1.6 0.079
H -18.298 6.201 1.687 0.3 -0.1 -0.1 0.146
H -19.853 8.416 -2.080 -0.1 0.1 0.0 0.206
N -18.950 7.742 -0.337 -0.2 0.0 0.0 -0.454
H -20.009 4.879 3.133 0.0 0.0 0.0 0.208
H -20.149 -1.768 -1.020 -0.3 -0.4 0.2 0.365
H -16.576 6.644 1.821 -0.1 0.0 -0.1 0.147
H -20.324 9.113 0.579 0.2 -0.2 -0.1 0.162
H -17.208 -0.123 -2.444 0.0 -0.1 0.0 0.239
H -17.761 8.643 1.198 0.0 -0.1 -0.2 0.157
N -19.791 -0.446 -2.543 -0.2 0.0 0.8 -0.407
C -21.423 7.437 -0.232 0.3 0.7 0.3 0.773
O -17.807 6.495 -2.502 0.4 -0.4 0.1 -0.847
C -17.035 -0.943 -1.758 0.1 -0.1 0.3 -0.288
C -17.860 -2.628 -0.244 0.2 0.0 0.2 -0.295
O -17.323 8.484 -3.408 0.1 0.2 -0.3 -0.738
C -17.892 7.745 -2.602 0.0 0.6 0.2 0.761
N -23.203 7.444 -3.041 -0.1 0.3 0.4 -0.854
```
Positions in Å, forces in eV/Å.